*one*
Here is a cluster of 9 separate species, C18H54O9 in total from OMol25. Energies are from ωB97M-V/def2-TZVPD.

Results
LUMO: 0.4 eV
Gap between HOMO and LUMO: 0.371 Ha
M: 414.6 g mol⁻¹
SMILES: CC(C)O.CC(C)O.CC(C)O.CC(C)O.CC(C)O.CC(C)O.O.O.O

Bonds (Å) are listed after each position.
Geometry (Å):
1 C 0.28954 -0.05737 -3.72665  C2 1.541, H5 1.089, H6 1.116, H7 1.080
2 C -0.59990 -1.18102 -3.15905  C1 1.541, C3 1.521, O4 1.407, H8 1.104
3 C -0.77101 -2.38636 -4.07007  C2 1.521, H9 1.096, H10 1.086, H11 1.092
4 O -0.09398 -1.70101 -1.95410  C2 1.407, H12 0.957
5 H 0.03599 0.33852 -4.70918  C1 1.089
6 H 1.34719 -0.41361 -3.73016  C1 1.116
7 H 0.27736 0.78407 -3.05002  C1 1.080
8 H -1.55568 -0.66728 -2.95687  C2 1.104
9 H -0.95101 -2.09976 -5.11261  C3 1.096
10 H -1.51021 -3.10353 -3.72508  C3 1.086
11 H 0.23009 -2.82116 -4.03836  C3 1.092
12 H -0.29599 -1.10006 -1.23693  O4 0.957
13 C 2.22857 -3.75735 2.33975  C14 1.541, H17 1.087, H18 1.095, H19 1.093
14 C 0.89258 -4.47822 2.07641  C13 1.541, C15 1.544, O16 1.422, H20 1.087
15 C -0.00526 -3.65606 1.12617  C14 1.544, H21 1.092, H22 1.098, H23 1.091
16 O 1.13255 -5.77892 1.55526  C14 1.422, H24 0.984
17 H 2.02522 -2.82961 2.86788  C13 1.087
18 H 2.71764 -3.55991 1.38009  C13 1.095
19 H 2.87842 -4.41325 2.92411  C13 1.093
20 H 0.43279 -4.61235 3.05216  C14 1.087
21 H 0.29334 -3.62303 0.07590  C15 1.092
22 H -0.11764 -2.63433 1.51114  C15 1.098
23 H -0.98821 -4.12994 1.13439  C15 1.091
24 H 0.53544 -5.90447 0.78311  O16 0.984
25 C 2.78745 0.19180 2.21038  C26 1.518, H29 1.093, H30 1.113, H31 1.101
26 C 3.09063 0.53314 0.76247  C25 1.518, C27 1.533, O28 1.452, H32 1.071
27 C 3.19271 -0.68412 -0.16396  C26 1.533, H33 1.075, H34 1.091, H35 1.105
28 O 1.98598 1.36380 0.31884  C26 1.452, H36 0.995
29 H 2.98381 1.02225 2.89348  C25 1.093
30 H 3.33492 -0.70681 2.57156  C25 1.113
31 H 1.73348 -0.12558 2.22517  C25 1.101
32 H 3.99656 1.08599 0.62233  C26 1.071
33 H 3.37109 -0.39768 -1.18478  C27 1.075
34 H 2.25694 -1.24100 -0.10232  C27 1.091
35 H 4.04612 -1.31222 0.14795  C27 1.105
36 H 2.18593 1.81696 -0.54372  O28 0.995
37 C -4.04162 1.02656 -1.72973  C38 1.523, H41 1.061, H42 1.114, H43 1.116
38 C -2.86761 1.94892 -2.03296  C37 1.523, C39 1.552, O40 1.450, H44 1.097
39 C -2.93569 2.49193 -3.48559  C38 1.552, H45 1.116, H46 1.087, H47 1.102
40 O -2.83207 3.12267 -1.18197  C38 1.450, H48 1.016
41 H -3.99723 0.23911 -2.43933  C37 1.061
42 H -4.97543 1.61805 -1.86734  C37 1.114
43 H -4.07688 0.63078 -0.68736  C37 1.116
44 H -1.96523 1.33455 -1.92360  C38 1.097
45 H -2.93191 1.66793 -4.23848  C39 1.116
46 H -2.12700 3.19809 -3.65633  C39 1.087
47 H -3.92205 2.95759 -3.64060  C39 1.102
48 H -2.90044 2.80679 -0.21914  O40 1.016
49 C 0.59372 3.89777 -1.52707  C50 1.488, H53 1.083, H54 1.111, H55 1.092
50 C 1.63461 3.65449 -2.56241  C49 1.488, C51 1.545, O52 1.458, H56 1.102
51 C 2.47692 4.86988 -3.01031  C50 1.545, H57 1.082, H58 1.096, H59 1.095
52 O 2.49960 2.61716 -2.01381  C50 1.458, H60 0.962
53 H 1.07401 4.25085 -0.62266  C49 1.083
54 H 0.01781 2.97031 -1.32368  C49 1.111
55 H -0.09359 4.69619 -1.81564  C49 1.092
56 H 1.17223 3.24016 -3.47321  C50 1.102
57 H 2.99215 5.31758 -2.17051  C51 1.082
58 H 1.80919 5.61092 -3.46442  C51 1.096
59 H 3.25421 4.62673 -3.74283  C51 1.095
60 H 3.12482 2.24611 -2.64403  O52 0.962
61 C -0.61596 -0.98195 3.85231  C62 1.558, H65 1.104, H66 1.097, H67 1.136
62 C -1.72327 -2.03913 4.13987  C61 1.558, C63 1.527, O64 1.442, H68 1.111
63 C -1.36944 -2.77481 5.43032  C62 1.527, H69 1.120, H70 1.096, H71 1.090
64 O -2.99984 -1.39186 4.31628  C62 1.442, H72 0.963
65 H -0.90626 -0.34058 3.00192  C61 1.104
66 H 0.34160 -1.45933 3.60861  C61 1.097
67 H -0.50739 -0.33825 4.78154  C61 1.136
68 H -1.80834 -2.83884 3.37338  C62 1.111
69 H -1.38551 -2.01189 6.24956  C63 1.120
70 H -0.40978 -3.30206 5.48490  C63 1.096
71 H -2.23772 -3.39545 5.65225  C63 1.090
72 H -3.54088 -1.37108 3.52047  O64 0.963
73 O 0.01646 2.79656 2.04872  H74 0.976, H75 0.970
74 H 0.71949 2.35195 1.53871  O73 0.976
75 H 0.31305 2.69057 2.96668  O73 0.970
76 O -0.30254 -0.23308 0.47128  H77 0.966, H78 0.957
77 H -1.12416 0.24446 0.64361  O76 0.966
78 H 0.34220 0.45082 0.29016  O76 0.957
79 O -2.46705 1.70025 1.30058  H80 0.975, H81 0.989
80 H -3.09537 1.42661 1.99461  O79 0.975
81 H -1.61532 2.01546 1.69256  O79 0.989

***

*two*
Here is a cluster of 9 separate species, C18H54O9 in total from OMol25. Energies are from ωB97M-V/def2-TZVPD.

Results
LUMO: 0.4 eV
Gap between HOMO and LUMO: 0.368 Ha
M: 414.6 g mol⁻¹
SMILES: CCO.CCO.CCO.CCO.CCO.CCO.CCO.CCO.CCO

Bonds (Å) are listed after each position.
Geometry (Å):
1 C 2.17667 -4.44680 1.46180  C2 1.530, H4 1.092, H5 1.096, H6 1.090
2 C 0.74571 -4.14162 1.91024  C1 1.530, O3 1.429, H7 1.094, H8 1.090
3 O 0.39460 -5.11433 2.89692  C2 1.429, H9 0.960
4 H 2.88236 -4.29072 2.28070  C1 1.092
5 H 2.61561 -3.84874 0.65479  C1 1.096
6 H 2.24938 -5.47804 1.11714  C1 1.090
7 H 0.05153 -4.20778 1.06786  C2 1.094
8 H 0.66615 -3.10724 2.24564  C2 1.090
9 H -0.07887 -5.81268 2.43956  O3 0.960
10 C 2.73187 4.76370 0.32830  C11 1.537, H13 1.091, H14 1.091, H15 1.087
11 C 3.06621 3.28115 0.09703  C10 1.537, O12 1.417, H16 1.095, H17 1.087
12 O 1.93378 2.45633 0.31114  C11 1.417, H18 0.969
13 H 2.10469 5.09862 -0.49860  C10 1.091
14 H 3.60908 5.40932 0.26715  C10 1.091
15 H 2.28796 4.82313 1.31869  C10 1.087
16 H 3.87861 3.03959 0.79076  C11 1.095
17 H 3.39799 3.03757 -0.90865  C11 1.087
18 H 1.48708 2.65045 1.14848  O12 0.969
19 C -3.24067 -1.89807 -3.31397  C20 1.513, H22 1.092, H23 1.090, H24 1.091
20 C -2.08533 -1.35528 -4.12676  C19 1.513, O21 1.415, H25 1.094, H26 1.095
21 O -1.11302 -2.32595 -4.46393  C20 1.415, H27 0.971
22 H -3.41999 -2.91707 -3.66362  C19 1.092
23 H -4.17340 -1.36170 -3.48551  C19 1.090
24 H -2.99026 -1.91037 -2.25256  C19 1.091
25 H -1.57603 -0.48471 -3.70192  C20 1.094
26 H -2.47777 -1.03778 -5.09838  C20 1.095
27 H -0.50185 -2.45355 -3.72010  O21 0.971
28 C 1.97426 -3.65337 -3.68128  C29 1.509, H31 1.088, H32 1.090, H33 1.100
29 C 1.73997 -3.10723 -2.29423  C28 1.509, O30 1.404, H34 1.097, H35 1.103
30 O 0.64763 -2.22598 -2.25243  C29 1.404, H36 0.967
31 H 1.21975 -4.30592 -4.11614  C28 1.088
32 H 2.95936 -4.10170 -3.80954  C28 1.090
33 H 2.01856 -2.77916 -4.34665  C28 1.100
34 H 2.66341 -2.65504 -1.91075  C29 1.097
35 H 1.61748 -3.94231 -1.58442  C29 1.103
36 H 0.68920 -1.62572 -1.49483  O30 0.967
37 C -4.65605 -0.24285 -0.22334  C38 1.506, H40 1.095, H41 1.092, H42 1.096
38 C -5.72528 0.35015 -1.10203  C37 1.506, O39 1.422, H43 1.095, H44 1.101
39 O -7.05130 -0.00551 -0.73091  C38 1.422, H45 0.961
40 H -4.31801 -1.23771 -0.53058  C37 1.095
41 H -4.86419 -0.33531 0.84440  C37 1.092
42 H -3.70042 0.29304 -0.20571  C37 1.096
43 H -5.54943 0.19833 -2.17167  C38 1.095
44 H -5.57281 1.43967 -1.04759  C38 1.101
45 H -7.56685 0.79272 -0.87343  O39 0.961
46 C 2.22049 2.81378 4.26843  C47 1.543, H49 1.090, H50 1.093, H51 1.091
47 C 1.05500 2.14197 3.51269  C46 1.543, O48 1.442, H52 1.091, H53 1.086
48 O 0.39450 3.12800 2.69444  C47 1.442, H54 0.959
49 H 2.67135 3.60731 3.67338  C46 1.090
50 H 2.98238 2.07515 4.52904  C46 1.093
51 H 1.91010 3.27449 5.20728  C46 1.091
52 H 0.35524 1.81320 4.28312  C47 1.091
53 H 1.36776 1.27919 2.93221  C47 1.086
54 H -0.28722 3.55634 3.21494  O48 0.959
55 C 4.27508 0.00109 1.71113  C56 1.531, H58 1.087, H59 1.090, H60 1.092
56 C 3.23579 -0.99155 2.23744  C55 1.531, O57 1.436, H61 1.093, H62 1.096
57 O 3.38028 -0.97880 3.66568  C56 1.436, H63 0.963
58 H 5.24707 -0.47317 1.81563  C55 1.087
59 H 4.18145 0.93328 2.26776  C55 1.090
60 H 4.07555 0.24904 0.66671  C55 1.092
61 H 3.48111 -2.00927 1.92278  C56 1.093
62 H 2.24355 -0.78216 1.82213  C56 1.096
63 H 3.10934 -1.84483 3.98673  O57 0.963
64 C -1.23642 -0.92146 0.39082  C65 1.502, H67 1.093, H68 1.088, H69 1.094
65 C -0.41201 0.31559 0.17706  C64 1.502, O66 1.435, H70 1.095, H71 1.093
66 O 0.86536 -0.03828 -0.37334  C65 1.435, H72 0.971
67 H -0.90092 -1.46506 1.27785  C64 1.093
68 H -1.22518 -1.56725 -0.48481  C64 1.088
69 H -2.24524 -0.61519 0.68307  C64 1.094
70 H -0.24947 0.83395 1.12736  C65 1.095
71 H -0.87405 1.04712 -0.49146  C65 1.093
72 H 1.50888 0.65441 -0.15416  O66 0.971
73 C -1.95074 3.43734 -1.83433  C74 1.547, H76 1.094, H77 1.092, H78 1.090
74 C -2.67746 3.42588 -0.46892  C73 1.547, O75 1.430, H79 1.085, H80 1.096
75 O -3.11777 4.73610 -0.10237  C74 1.430, H81 0.963
76 H -1.43088 2.48169 -1.95396  C73 1.094
77 H -1.16426 4.18977 -1.91982  C73 1.092
78 H -2.63878 3.57755 -2.66800  C73 1.090
79 H -2.05264 3.03586 0.32732  C74 1.085
80 H -3.56950 2.82586 -0.68346  C74 1.096
81 H -3.67511 5.02950 -0.83145  O75 0.963

***

Stability summary - winner: *one*; margin: 331.3 kJ/mol.